Computed, not measured: C21H27N3S2 in the gas phase, with ωB97M-V/def2-TZVPD.

The geometry in XYZ format:
```
53
C21H27N3S2, DFT ωB97M-V/def2-TZVPD
S 2.83828 -3.66247 0.56002
S 0.60296 -1.49171 -4.59751
N 2.28273 -1.54056 1.96304
N -0.79331 1.03386 -2.32884
N 0.90647 -1.96603 0.09379
C 1.94545 -2.30717 0.88930
C -1.54915 0.65743 -1.15776
C 0.71445 2.46198 -1.13093
C -1.15892 0.47856 -3.61026
C 1.27837 1.19772 4.19708
C -1.66716 -2.04959 -3.56051
C 0.10293 -0.92628 2.87489
C 2.05743 0.35239 3.43188
C -1.03647 -0.63404 -0.49197
C -0.93775 1.95733 5.10015
C -1.56948 1.87502 -0.21912
C 0.60532 1.20694 -2.01181
C 0.46322 -0.60985 -0.20463
C -0.17919 2.41932 0.10896
C -0.09516 1.01042 4.30215
C -1.08049 -3.28859 -3.90721
C 0.14371 -3.14390 -4.47153
C -0.87985 -0.97772 -3.85316
C -0.66514 -0.06877 3.63775
C 1.47253 -0.70748 2.74337
C 1.24929 -0.04880 -1.39291
H 1.13877 1.41417 -2.94757
H -0.34839 -1.77187 2.37909
H 0.78716 -2.61714 -0.67369
H -0.39523 2.31893 5.97079
H -0.63659 1.06662 -4.37202
H -2.64521 -1.96038 -3.11969
H 2.27000 0.18178 -1.08146
H 0.28451 1.83015 0.89875
H 3.12336 0.51104 3.35710
H -1.72698 -0.24843 3.72668
H -0.28222 3.43327 0.50374
H 1.30924 -0.81989 -2.16369
H -2.23534 0.64441 -3.73209
H -1.24105 -1.47066 -1.16316
H 3.18363 -1.78023 2.35581
H 0.40759 3.30799 -1.74922
H -2.13544 2.65693 -0.72949
H -1.20720 2.82073 4.49025
H -2.09579 1.62190 0.70263
H -1.85583 1.47712 5.43023
H -1.55343 -4.24044 -3.74364
H 1.74453 2.02057 4.71927
H 0.66296 -0.00859 0.67772
H 0.81270 -3.90237 -4.82577
H -2.58355 0.47160 -1.47256
H -1.58658 -0.80353 0.43457
H 1.75337 2.61830 -0.83680
```

The total energy comes out at -48356.8817 eV. The value obtained for the LUMO energy is 0.619 eV. The calculation puts the maximum force at 0.0133 hartree/bohr. Its total charge is 0. Its HOMO energy is -7.85 eV.

***

Computed, not measured: a molecular structure, C22H15AsGaO5, with ωB97M-V/def2-TZVPD.

The geometry in XYZ format:
```
44
C22H15AsGaO5, DFT ωB97M-V/def2-TZVPD
As -0.11441 0.03625 0.24484
Ga -1.49623 -0.07024 -2.89889
O 1.30192 -0.96032 -4.20557
O -2.43564 2.92135 -2.45098
O -1.44489 -0.10501 -0.89049
O -3.27190 -2.62784 -1.39403
O -3.33553 -0.47176 -5.79258
C 0.30912 -0.67167 -3.69918
C 2.79060 -2.87126 0.92877
C -2.50199 0.26072 4.30910
C -2.72120 1.22764 3.31651
C -1.10028 0.12102 1.89800
C 1.38748 -3.73870 -0.85348
C -2.09392 1.86288 -2.76252
C 2.24471 1.50648 -0.53461
C -1.61273 -0.79104 4.08290
C 0.88035 1.62653 -0.23060
C 2.98415 2.66096 -0.78963
C 2.48342 -3.88128 0.00851
C 0.58926 -2.60076 -0.78727
C 0.91441 -1.59566 0.11067
C 1.00310 4.02229 -0.49165
C 2.37614 3.91267 -0.76085
C 2.00942 -1.71674 0.97669
C -2.02401 1.15248 2.10389
C -0.90272 -0.86438 2.88083
C 0.25485 2.86765 -0.23062
C -2.74147 -0.39299 -4.82161
C -2.67732 -1.99734 -2.11940
H -0.81470 2.94353 -0.02213
H 4.05115 2.58084 -1.00005
H 2.25833 -0.93615 1.68687
H 2.71095 0.53066 -0.56137
H -0.20976 -1.68221 2.70057
H -3.41687 2.05319 3.47676
H -0.28713 -2.49256 -1.41822
H -3.05197 0.33327 5.24791
H 2.95589 4.81855 -0.94812
H 3.09700 -4.79272 -0.04048
H 1.15458 -4.52045 -1.57255
H -1.45524 -1.54635 4.85562
H -2.20083 1.88656 1.31409
H 0.51340 4.99336 -0.47257
H 3.64051 -2.99147 1.60691
```

The total energy comes out at -146476.8681 eV. The value obtained for the LUMO energy is -12.731 eV. The calculation puts the maximum force at 0.1301 hartree/bohr. Its total charge is +3. Its HOMO energy is -17.26 eV.

***

Computed, not measured: a molecular structure, C9H15IN4Pt, with ωB97M-V/def2-TZVPD.

The geometry in XYZ format:
```
30
C9H15IN4Pt, DFT ωB97M-V/def2-TZVPD
Pt -0.04870 0.04762 0.04570
I 0.82319 -2.14669 1.37100
N -0.02381 1.17651 1.77739
N -3.53667 0.11822 2.24648
N -1.98172 -0.19359 0.73987
N -0.96837 1.90097 3.61478
C 1.89951 0.20923 -0.70754
C -1.17324 1.18285 2.47032
C -0.10689 -1.02231 -1.76018
C -0.52525 1.67967 -1.06430
C -4.07129 -0.71079 1.25700
C 0.93240 1.89537 2.45892
C -2.25271 0.42684 1.89581
C 0.35098 2.36095 3.61058
C -3.08599 -0.90374 0.32319
H 0.75542 2.95989 4.40175
H -3.05844 -1.48643 -0.58106
H -1.11065 -0.83149 -2.17060
H -0.01679 -2.09287 -1.53556
H 0.65626 -0.69050 -2.46682
H -3.99485 0.45582 3.08856
H -1.57350 1.94083 -0.88386
H -1.68054 2.06126 4.32103
H 1.87555 0.91731 -1.54648
H 1.93090 1.99069 2.07027
H 0.12042 2.50785 -0.74924
H -0.36836 1.45073 -2.12586
H 2.49214 0.64906 0.10847
H -5.07469 -1.08472 1.29947
H 2.32653 -0.75478 -0.98206
```

The total energy comes out at -26861.7599 eV. The value obtained for the LUMO energy (spin up / spin down) is -6.252 / -11.527 eV. The calculation puts the maximum force at 0.1023 hartree/bohr. Its total charge is +2. As for the spin multiplicity: 5. Its HOMO energy (spin up / spin down) is -12.78 / -16.64 eV.

***

Computed, not measured: C5H8O in the gas phase, with ωB97M-V/def2-TZVPD.

The geometry in XYZ format:
```
14
C5H8O, DFT ωB97M-V/def2-TZVPD
O 1.21009 0.61907 -0.84109
C -0.67301 -0.56906 0.16117
C 0.37422 0.55440 0.29411
C 1.27197 0.29793 1.49184
C -1.35609 -0.56910 -1.13469
C -1.87700 -0.59477 -2.22096
H 0.68991 0.26065 2.41876
H 1.78934 -0.65931 1.36293
H 2.02529 1.08573 1.57821
H -0.15793 1.51045 0.42934
H 0.63913 0.72253 -1.61589
H -2.35568 -0.64422 -3.17402
H -0.17006 -1.53596 0.28275
H -1.41017 -0.47834 0.96754
```

The total energy comes out at -7360.3295 eV. The value obtained for the LUMO energy is 0.974 eV. The calculation puts the maximum force at 0.0097 hartree/bohr. Its total charge is 0. Its HOMO energy is -10.06 eV.

***

Computed, not measured: 2 unconnected molecules or ions with the total composition C3H6NO2, with ωB97M-V/def2-TZVPD.

The geometry in XYZ format:
```
12
C3H6NO2, DFT ωB97M-V/def2-TZVPD
O -1.90371 0.44395 3.09042
O -0.06052 1.35640 2.17600
N -0.29732 -0.23307 -0.33813
C -0.66794 0.48922 2.80663
C 0.85109 -0.51583 -2.51052
C 0.65314 0.04153 -1.28620
H -0.09701 -0.41433 3.19704
H -1.10358 -0.70655 -0.75521
H -0.39090 0.28198 0.51494
H 1.31410 0.86694 -0.98045
H 0.32095 -1.46995 -2.54429
H 1.38170 -0.14030 -3.37024
```

The total energy comes out at -8793.9984 eV. The value obtained for the LUMO energy is 3.935 eV. The calculation puts the maximum force at 0.0557 hartree/bohr. Its total charge is -1. Its HOMO energy is -4.27 eV.

***

Computed, not measured: C8H14O2 in the gas phase, with ωB97M-V/def2-TZVPD.

The geometry in XYZ format:
```
24
C8H14O2, DFT ωB97M-V/def2-TZVPD
O 3.58167 0.71570 0.22988
O -0.52595 1.27885 -0.72410
C 2.51740 0.38349 -0.27538
C 0.24429 -1.07566 -1.74390
C -0.30955 -2.20660 0.47611
C 0.24212 -0.98745 -0.20688
C -0.13251 2.68082 -0.50656
C -0.34447 0.33933 0.22666
C -0.94908 0.43573 1.55702
C 1.61151 -0.49919 0.41509
H 2.22308 0.76597 -1.38797
H -0.25936 -0.08514 2.28983
H -1.14643 1.43450 2.00231
H 0.85563 2.70045 0.03056
H 1.76122 -0.41552 1.48069
H 0.03512 3.09127 -1.55816
H -1.41001 -2.22011 0.59294
H 1.24610 -1.51301 -2.13686
H -0.56695 -1.74935 -2.13171
H 0.07421 -0.08893 -2.16669
H -0.04638 -3.13054 -0.09795
H -0.89903 3.28043 0.02401
H 0.17629 -2.32638 1.50090
H -1.84328 -0.04153 1.43074
```

The total energy comes out at -12614.4427 eV. The value obtained for the LUMO energy (spin up / spin down) is 0.505 / 0.505 eV. The calculation puts the maximum force at 0.0740 hartree/bohr. Its total charge is 0. Its HOMO energy (spin up / spin down) is -7.80 / -7.80 eV.

***

Question: Among the records above, which one has the lowest maximum force?
Answer: C5H8O